The following is a DFT calculation (ωB97M-V/def2-TZVPD) of a single C3H7N3O molecule.

Geometry as XYZ:
```
14
Properties=species:S:1:pos:R:3
C 2.36 0.26 -0.01
N 1.19 0.08 0.84
C -0.04 -0.12 0.33
O -0.25 -0.10 -0.95
N -1.17 -0.38 0.92
C -1.87 -0.28 -0.71
N -2.58 0.72 -1.02
H 2.06 0.83 -0.89
H 2.79 -0.70 -0.33
H 3.11 0.83 0.54
H 1.32 -0.12 1.82
H -1.41 -0.10 1.86
H -2.05 -1.34 -0.93
H -3.45 0.42 -1.46
```

## Properties
frontier orbital gap = 9.3 eV
relative energy (zero: lowest compared OMol25 entry of this formula, charge and spin) = 261.7 kJ/mol
HOMO energy = -8.56 eV
charge = 0